[1]
Computed, not measured: 2 unconnected molecules or ions with the total composition C3H9BO5PS in a non-equilibrium geometry, with ωB97M-V with the def2-TZVPD basis set.

Structure (XYZ):
```
20
C3H9BO5PS | the OMol25 dataset | ωB97M-V with the def2-TZVPD basis set
C 3.078 1.043 0.019
P 1.807 -0.293 0.647
C 2.573 -1.955 -0.013
S -0.002 0.200 -0.427
B -1.516 -0.636 0.308
O -2.009 -0.373 1.705
O -2.257 -1.576 -0.605
H 3.721 1.404 0.943
H 2.514 2.021 -0.367
H 3.792 0.583 -0.813
H 2.188 -2.839 0.655
H 2.322 -2.097 -1.161
H 3.758 -1.907 0.107
H 0.192 -0.371 -1.725
H -2.091 0.646 1.721
H -2.242 -1.063 -1.489
C -3.966 1.809 0.074
O -4.185 1.951 -1.120
O -3.003 2.288 0.683
O -4.674 1.165 0.856
```

Results
Total charge: -1

These are the Löwdin partial charges, in e, on atoms 1 to 6: number 1, C, carries -0.385; number 2, P, carries 0.618; number 3, C, carries -0.377; number 4, S, carries 0.739; number 5, B, carries -0.719; number 6, O, carries -0.007

=====

[2]
Computed, not measured: 2 unconnected molecules or ions with the total composition C3H9BOS in a non-equilibrium geometry, with ωB97M-V with the def2-TZVPD basis set.

Structure (XYZ):
```
15
C3H9BOS | the OMol25 dataset | ωB97M-V with the def2-TZVPD basis set
B -0.167 0.385 0.347
C 2.128 -0.031 -0.030
C -1.525 2.254 0.066
C -0.276 -2.351 -0.022
O -0.307 1.659 0.150
S -1.311 -0.940 0.381
H 1.987 -1.130 -0.321
H 2.873 0.232 0.711
H 2.393 0.574 -0.926
H -2.158 1.829 0.784
H -2.025 2.021 -0.887
H -1.352 3.381 0.278
H 0.513 -2.254 0.578
H 0.059 -2.293 -1.090
H -0.833 -3.337 -0.020
```

These are the Löwdin partial charges, in e, on atoms 1 to 6: number 1, B, carries -0.655; number 2, C, carries -0.027; number 3, C, carries -0.121; number 4, C, carries -0.413; number 5, O, carries -0.042; number 6, S, carries 0.920

=====

[3]
Computed, not measured: C3H9Br3Si3 in the gas phase in a non-equilibrium geometry, with ωB97M-V with the def2-TZVPD basis set.

Structure (XYZ):
```
18
C3H9Br3Si3 | the OMol25 dataset | ωB97M-V with the def2-TZVPD basis set
C 0.936 0.223 -0.739
C 0.442 1.624 1.214
C 1.490 0.834 0.498
Si -1.364 -2.107 -2.060
Si -0.440 -0.965 -0.202
Si -1.126 0.599 1.515
Br 2.931 2.211 0.018
Br -2.779 -0.518 -2.774
Br -0.927 -0.633 3.448
H 0.768 1.111 -1.343
H 1.770 -0.405 -1.384
H 0.911 1.990 2.172
H 0.296 2.643 0.575
H 1.847 0.034 1.224
H -2.194 -3.305 -1.812
H -0.433 -2.460 -3.170
H 0.169 -2.160 0.681
H -2.297 1.286 2.138
```

Results
Structure (SMILES): Br[SiH2][Si@H]1C[C@@H](Br)C[Si@@H]1Br

These are the Löwdin partial charges, in e, on atoms 1 to 6: number 1, C, carries -0.486; number 2, C, carries -0.496; number 3, C, carries -0.855; number 4, Si, carries 0.076; number 5, Si, carries 0.365; number 6, Si, carries 0.220

=====

Listing frontier orbital gap for the structures above in their given order: 3.02; 8.77; 9.58 eV.
Listing relative energy (zero: lowest compared OMol25 entry of this formula, charge and spin) for the structures above in their given order: 292.2; 288.8; 0.0 kJ/mol.